# 1
103
Properties=species:S:1:pos:R:3:forces:R:3 method="wB97M-V/def2-TZVPD" total_energy_ha=-3454.257644 spin_multiplicity=1 charge=+2 homo_lumo_gap_ev=5.8 lumo_energy_ev=-6.750 e_homo_ev=-12.54 fmax_ev_per_a=1.7
W 1.29805 -0.49583 0.66793 1.462 0.156 -0.798
C 3.94413 -4.21331 0.37612 -0.034 -0.102 0.002
C 3.49984 -2.89398 0.38569 0.102 -0.024 -0.058
N 2.22666 -2.62819 0.58833 0.057 0.676 -0.273
C 1.37988 -3.63832 0.77959 -0.314 -0.075 0.115
C 1.83007 -4.94120 0.73877 0.195 -0.182 0.002
N 3.11524 -5.23139 0.54239 -0.115 0.111 0.033
C -0.03228 -3.23785 0.93268 0.194 -0.257 -0.016
C -1.06975 -4.05460 1.34296 0.085 -0.169 -0.121
C -2.35856 -3.54261 1.41377 -0.122 0.123 -0.028
C -2.56727 -2.22738 0.96199 -0.214 -0.183 0.092
C -1.49842 -1.47941 0.54356 -0.246 0.477 -0.223
N -0.25903 -1.97374 0.59391 0.274 0.288 0.297
C -1.56050 -0.10976 -0.06730 -0.950 -0.774 0.009
C -2.86915 0.24088 -0.71401 0.062 -0.128 0.158
N -3.12361 1.12351 -1.57386 0.140 0.406 -0.035
C -2.16522 2.12467 -1.98394 0.024 -0.185 0.027
C -0.32757 1.79576 -0.87078 -0.185 0.063 -0.070
N -0.46428 0.52566 -0.13364 0.448 0.611 -0.196
C -3.47559 -4.35921 1.93177 0.105 0.098 -0.048
C -3.25569 -5.31317 2.91720 0.027 -0.031 0.084
C -4.33564 -6.04496 3.38820 -0.149 -0.015 -0.032
N -5.58044 -5.88664 2.94134 0.163 0.129 -0.080
C -5.78140 -4.97291 1.99297 -0.022 -0.126 0.104
C -4.77034 -4.18743 1.46045 -0.088 0.003 -0.077
H 4.99070 -4.44085 0.22013 0.002 -0.002 -0.011
H 4.16370 -2.06007 0.21547 0.009 0.009 -0.001
H 1.14741 -5.77485 0.84748 0.035 -0.013 0.017
H -0.87734 -5.08858 1.59206 -0.008 0.029 0.044
H -3.55875 -1.80055 0.98325 -0.005 -0.071 0.000
H -3.68171 -0.44028 -0.47973 0.039 0.009 0.033
H -2.62312 2.80741 -2.69095 -0.091 -0.049 -0.038
H 0.64395 2.21735 -0.67601 0.114 -0.025 0.021
H -2.27459 -5.46780 3.34833 -0.026 -0.011 -0.002
H -4.19403 -6.79052 4.16161 -0.008 0.010 -0.001
H -6.79966 -4.86465 1.63918 0.000 -0.012 -0.002
H -5.00048 -3.48990 0.66473 0.000 -0.006 0.025
C 1.52519 1.89406 3.99876 0.028 -0.072 0.097
S 1.19693 2.73916 2.44219 0.019 0.008 0.149
O 1.26241 1.72409 1.30987 0.320 -0.154 -0.486
C -0.49782 3.18536 2.64773 -0.041 0.057 0.110
C -1.49896 2.23285 2.82656 -0.027 0.081 0.015
C -2.80272 2.66659 2.98587 -0.009 -0.012 0.025
C -3.09531 4.03057 2.97749 0.007 -0.022 -0.009
C -2.08787 4.96679 2.80762 -0.005 0.003 0.019
C -0.77406 4.54456 2.63622 -0.064 -0.008 0.036
H 0.59953 1.65270 4.51299 0.050 -0.076 -0.016
H 2.13157 2.57425 4.59475 -0.057 0.026 0.033
H 2.08686 0.99016 3.77148 0.021 0.152 0.059
H -1.25685 1.17797 2.84572 0.029 -0.017 0.027
H -3.59573 1.94490 3.13748 0.005 0.029 -0.011
H -4.11659 4.36071 3.11500 0.008 -0.010 -0.008
H -2.31949 6.02389 2.80574 0.002 -0.025 0.012
H 0.02364 5.26460 2.49583 -0.016 -0.020 -0.008
O 0.47522 -0.35615 2.47535 -0.124 -0.041 0.470
N 1.53708 -1.22437 2.49279 -0.490 0.059 0.015
O 2.63896 -0.45922 2.05456 0.030 -0.065 0.610
C 0.79419 4.95819 -3.92953 -0.043 -0.026 0.038
C 0.12629 4.01536 -2.94904 0.054 0.184 0.140
C -0.33081 4.68545 -1.71353 0.111 0.000 -0.197
C -1.09669 4.17963 -0.75525 -0.102 -0.115 0.083
C -1.52640 2.75097 -0.69751 -0.004 -0.012 0.013
C -0.71990 1.64955 -2.37948 -0.061 -0.106 0.134
N -0.38029 0.35183 -2.90648 0.029 0.034 -0.147
C -1.06442 -0.85220 -2.98572 0.118 0.072 0.025
C -2.35049 -0.93574 -3.52559 -0.036 -0.031 -0.077
C -2.96539 -2.16100 -3.69012 -0.027 0.023 -0.021
C -2.30491 -3.34592 -3.36735 0.022 0.004 0.045
C -1.02322 -3.27758 -2.86373 0.048 0.014 0.004
C -0.39917 -2.04343 -2.63571 0.032 -0.022 0.098
C 0.94518 -2.10142 -1.98643 -0.409 0.295 0.140
O 1.65705 -3.06438 -2.03900 0.174 -0.167 -0.082
O 1.30977 -1.00301 -1.25071 -0.200 -0.149 -0.157
C -0.07782 2.72884 -3.27927 -0.094 -0.135 -0.056
C 0.22617 2.27061 -4.69001 -0.007 0.028 0.030
H 1.20803 5.82062 -3.40743 -0.007 -0.029 -0.010
H 0.07590 5.34009 -4.66063 0.008 -0.010 0.011
H 1.60168 4.48120 -4.48089 -0.005 -0.016 -0.001
H -0.05748 5.73187 -1.62875 -0.005 -0.032 -0.036
H -1.40625 4.81127 0.06718 -0.032 -0.017 -0.080
H -2.13490 2.56015 0.18523 0.021 0.038 -0.014
H 0.60792 0.21539 -2.75524 -0.017 -0.025 -0.014
H -2.85557 -0.03065 -3.83829 0.019 -0.026 0.003
H -3.96271 -2.19772 -4.11071 0.022 0.005 -0.004
H -2.78032 -4.30298 -3.53394 0.014 0.020 0.003
H -0.46838 -4.17782 -2.63075 -0.014 0.004 -0.005
H -0.39014 1.42211 -4.97609 0.001 0.038 0.010
H 1.26936 1.95851 -4.80353 -0.020 -0.020 0.002
H 0.04785 3.07256 -5.40175 0.029 0.031 -0.002
O 2.86886 0.62123 -0.31057 -0.270 -0.893 -0.116
S 3.85074 1.78538 -0.38901 -0.038 0.533 0.140
C 4.51754 2.06712 1.28737 0.059 -0.041 0.028
C 5.95658 1.53509 1.32465 -0.056 -0.019 -0.012
C 6.01476 0.41451 0.29247 -0.056 0.080 -0.009
C 5.37637 1.01750 -0.95228 0.035 -0.127 0.004
H 3.84838 1.49319 1.92631 0.024 0.001 0.040
H 4.42515 3.12787 1.51622 -0.023 -0.018 -0.015
H 6.21390 1.19085 2.32531 -0.027 0.019 0.007
H 6.65558 2.32842 1.05662 0.016 -0.011 0.009
H 5.41358 -0.42751 0.64058 0.053 -0.054 0.005
H 7.02502 0.05773 0.10024 0.010 0.043 -0.020
H 5.11122 0.32800 -1.75241 0.014 0.004 -0.008
H 5.98098 1.83148 -1.36109 -0.008 -0.019 -0.024

# 2
78
Properties=species:S:1:pos:R:3:forces:R:3 method="wB97M-V/def2-TZVPD" total_energy_ha=-5062.653479 s2=0.76 spin_multiplicity=2 homo_lumo_gap_ev="7.0 / 6.2" lumo_energy_ev="-1.959 / -2.760" e_homo_ev="-8.92 / -8.92" fmax_ev_per_a=0.5 de_lowest_ev=0.2929
Mg -1.26853 1.89186 0.54679 -0.137 0.087 0.204
F -4.84128 3.37626 0.88227 -0.003 0.007 -0.001
C -4.41791 4.54405 1.36228 0.008 0.144 0.011
F -4.54377 4.54083 2.68736 -0.012 -0.026 -0.064
F -5.16434 5.52029 0.85569 0.034 -0.054 0.026
S -2.64014 4.79824 0.92915 0.036 -0.423 0.319
O -2.05497 3.54674 1.41675 0.015 0.135 -0.122
O -2.25034 6.00244 1.56393 0.061 0.142 -0.014
N -2.59563 4.91648 -0.62634 -0.170 0.041 -0.035
S -2.84021 3.71738 -1.60136 -0.002 0.200 -0.366
O -2.15379 2.49227 -1.21516 0.223 -0.396 0.274
O -4.17850 3.56385 -2.06470 0.017 0.061 -0.064
C -1.83890 4.28660 -3.04148 -0.146 0.012 0.051
F -2.28750 5.44559 -3.50010 -0.017 0.017 -0.018
F -0.56038 4.40443 -2.71693 0.063 -0.015 0.057
F -1.95766 3.36262 -3.99979 0.023 -0.009 -0.039
S -1.62658 -1.33091 -1.55349 -0.121 -0.099 0.047
C 0.00227 -1.40071 -1.20647 0.108 0.160 -0.108
N 0.66166 -2.23376 -0.44657 0.002 -0.154 0.074
C 2.12786 -2.23650 -0.54155 -0.008 0.092 0.051
C 2.64758 -0.82152 -0.56346 0.012 -0.036 -0.075
N 1.97192 -0.05036 -1.61531 0.071 0.034 -0.055
C 2.72315 1.06881 -2.20168 0.021 0.006 -0.058
C 3.80259 0.56209 -3.12458 -0.037 -0.035 0.023
C 3.47133 -0.21484 -4.23312 -0.006 0.018 0.032
C 4.46268 -0.68594 -5.07678 0.021 -0.003 -0.010
C 5.79479 -0.37976 -4.82252 -0.008 -0.008 -0.008
C 6.12855 0.39576 -3.72438 -0.007 0.013 0.020
C 5.13363 0.86309 -2.87355 0.053 -0.012 -0.021
C 0.74052 -0.31896 -1.93229 -0.040 -0.007 0.064
S -0.25878 0.45653 -3.03807 0.025 -0.005 0.016
C -0.03435 -3.27889 0.31920 -0.053 -0.064 0.038
C 0.67453 -3.62886 1.60140 0.018 0.096 -0.009
C 1.05032 -2.62357 2.49367 -0.004 -0.032 -0.051
C 1.68715 -2.95523 3.67792 0.008 -0.015 0.020
C 1.94506 -4.28637 3.98563 -0.001 0.001 0.001
C 1.57267 -5.28560 3.10100 -0.012 -0.005 -0.012
C 0.94388 -4.95573 1.90661 -0.003 -0.002 0.020
H 2.42362 -2.77543 -1.44592 -0.013 -0.015 -0.010
H 2.52737 -2.75822 0.32289 -0.005 -0.007 0.001
H 3.71069 -0.84340 -0.80302 -0.008 0.076 -0.003
H 2.50092 -0.29656 0.38102 -0.031 -0.070 0.036
H 3.13754 1.63605 -1.37171 0.019 0.017 -0.022
H 2.01533 1.71320 -2.72215 -0.033 -0.003 0.041
H 2.43030 -0.43959 -4.43987 0.001 -0.005 -0.010
H 4.19853 -1.28396 -5.93911 0.000 0.000 -0.001
H 6.57018 -0.74251 -5.48426 -0.005 -0.005 -0.004
H 7.16409 0.63906 -3.52643 -0.002 0.003 0.005
H 5.39412 1.47228 -2.01590 -0.011 0.002 0.003
H -0.15074 -4.16408 -0.31253 0.013 0.013 -0.017
H -1.03012 -2.88749 0.53647 -0.002 -0.006 -0.028
H 0.84477 -1.58651 2.25316 0.011 -0.009 0.033
H 1.97808 -2.17263 4.36631 0.000 0.004 -0.003
H 2.43875 -4.54251 4.91377 0.001 0.006 0.002
H 1.77450 -6.32273 3.33411 0.001 0.000 0.002
H 0.65885 -5.73778 1.21224 0.000 0.002 -0.005
O -0.49592 0.16405 1.32356 0.153 0.078 -0.153
N -1.33612 -0.70385 1.76797 0.081 -0.022 -0.049
N -2.54257 -0.38462 1.55477 -0.068 0.011 0.168
O -2.86798 0.70489 0.93706 -0.045 0.125 0.005
C -3.57894 -1.24989 2.05531 0.023 0.008 -0.147
C -4.88615 -0.93949 1.72618 0.012 -0.031 0.025
C -5.90050 -1.76780 2.18657 -0.040 0.045 -0.035
C -5.60586 -2.87997 2.95709 0.015 -0.035 0.028
C -4.28541 -3.17117 3.27845 -0.003 0.007 -0.007
C -3.25840 -2.35754 2.83193 -0.017 0.021 -0.022
H -5.08671 -0.06340 1.12762 -0.005 -0.002 0.002
H -6.92785 -1.53569 1.93924 0.004 0.003 0.000
H -6.40247 -3.51894 3.31435 0.000 0.002 -0.001
H -4.05347 -4.03393 3.88878 0.008 0.001 0.000
H -2.22930 -2.56434 3.08749 0.006 -0.008 0.008
F 0.50538 2.41503 -0.28749 -0.072 -0.103 -0.154
P 1.59095 3.23909 0.77264 0.070 0.145 -0.160
F 2.41773 1.84246 0.85637 -0.042 0.004 0.024
F 0.61355 2.70994 1.95271 -0.038 -0.044 0.070
F 0.68329 4.53567 0.59696 0.051 -0.065 0.009
F 2.57739 3.93576 1.78132 0.009 0.054 0.078
F 2.45401 3.64788 -0.51795 -0.066 -0.059 0.074

# 3
13
Properties=species:S:1:pos:R:3:forces:R:3 method="wB97M-V/def2-TZVPD" total_energy_ha=-307.299174 smiles=C#CC(C#C)CO spin_multiplicity=1 homo_lumo_gap_ev=10.6 lumo_energy_ev=0.773 e_homo_ev=-9.86 fmax_ev_per_a=1.5 de_lowest_ev=4.4697
C 2.26047 1.15701 -0.10673 -0.037 -0.666 0.981
C 1.29713 0.46381 0.11162 0.597 0.157 0.125
C -0.01668 -0.13911 -0.10142 -0.143 0.299 -0.349
C 0.00764 -1.51203 -0.63677 -0.154 -0.279 -0.313
C -0.05165 -2.64345 -1.05029 -0.001 0.634 0.134
C -1.14721 0.07110 0.92175 -0.048 -0.222 -0.014
O -1.23144 1.43569 1.24245 0.091 0.106 0.359
H 3.22223 1.58668 -0.00465 0.194 0.293 -0.248
H -0.26863 0.65892 -0.81137 -0.811 -0.845 -0.882
H -0.11620 -3.62894 -1.46779 0.072 0.294 0.203
H -1.09951 -0.56987 1.81258 0.268 0.074 -0.163
H -2.06373 -0.18506 0.37929 0.099 0.017 0.221
H -0.42405 1.66431 1.72144 -0.127 0.137 -0.053